# 1
{
  "formula": "C18H30BK2O10S2Sn",
  "method": "ωB97M-V/def2-TZVPD",
  "total_charge": 1,
  "homo_ha": -0.31566,
  "lumo_ev": -3.78,
  "species": ["Sn", "K", "K", "B", "H", "H", "H", "H", "C", "C", "C", "O", "C", "C", "C", "O", "O", "O", "H", "H", "C", "S", "O", "C", "H", "H", "H", "H", "H", "H", "C", "S", "O", "C", "H", "H", "H", "H", "H", "H", "O", "C", "O", "C", "C", "C", "H", "H", "H", "H", "H", "H", "O", "C", "O", "C", "C", "C", "H", "H", "H", "H", "H", "H"],
  "coordinates": [[3.841, 0.202, 0.357], [-0.275, -2.640, 1.826], [2.040, -3.978, -1.240], [0.879, -1.035, -0.114], [0.817, -2.145, -0.168], [-0.160, -0.621, 0.027], [1.540, -0.812, 0.759], [1.343, -0.509, -1.020], [5.066, -2.247, 4.636], [5.105, -0.991, 4.072], [4.015, -0.575, 3.057], [4.019, 0.488, 2.321], [2.948, -1.396, 2.762], [2.843, -2.737, 3.343], [3.990, -3.171, 4.353], [3.928, -4.306, 4.795], [1.977, -3.458, 2.878], [6.027, -0.205, 4.387], [5.756, -2.515, 5.421], [2.114, -1.197, 2.106], [0.329, 1.565, -2.647], [2.005, 2.272, -2.524], [3.090, 1.252, -2.223], [2.162, 2.553, -4.320], [0.397, 0.539, -3.023], [-0.257, 2.069, -3.416], [-0.226, 1.473, -1.716], [3.194, 2.680, -4.647], [1.818, 3.547, -4.621], [1.590, 1.797, -4.852], [0.227, 3.917, 2.169], [1.664, 2.865, 2.608], [2.203, 2.367, 1.265], [0.670, 1.438, 3.180], [0.433, 4.984, 2.163], [-0.520, 3.653, 2.918], [-0.193, 3.632, 1.204], [0.987, 0.416, 2.992], [-0.246, 1.507, 2.586], [0.416, 1.487, 4.239], [0.051, -3.045, -3.033], [-1.018, -2.577, -3.323], [-1.527, -2.756, -4.572], [-2.637, -1.958, -4.881], [-2.619, -0.904, -3.820], [-1.927, -1.581, -2.626], [-3.571, -2.513, -4.959], [-2.442, -1.439, -5.822], [-3.600, -0.519, -3.542], [-2.018, -0.022, -4.051], [-2.638, -2.195, -2.063], [-1.357, -1.012, -1.895], [-4.870, -0.845, -1.301], [-4.720, -0.090, -0.371], [-5.749, 0.462, 0.236], [-5.378, 1.113, 1.453], [-3.882, 1.370, 1.239], [-3.379, 0.302, 0.252], [-5.498, 0.399, 2.269], [-5.958, 2.020, 1.595], [-3.412, 1.267, 2.219], [-3.705, 2.379, 0.868], [-3.069, -0.645, 0.700], [-2.630, 0.623, -0.466]],
  "atomic_forces_ev_per_a": [[-0.9, 0.5, 0.0], [-0.2, -0.2, 0.7], [-0.1, 0.2, -0.4], [0.4, 1.2, -1.1], [0.1, -2.9, -0.6], [-2.2, 0.9, 0.6], [1.0, 0.8, 1.8], [0.6, 0.3, -1.6], [-2.8, -1.5, -0.7], [1.9, 1.6, 0.8], [-1.5, -2.2, -0.3], [1.5, 2.4, 0.2], [0.7, -1.7, 1.6], [1.9, 1.7, -0.3], [0.6, 0.0, 0.1], [-0.5, -0.4, 0.1], [-0.9, -1.3, 0.2], [-1.1, 0.5, -1.2], [0.2, 0.0, -0.2], [0.6, 0.6, 0.3], [-0.1, -1.3, -0.5], [0.6, 0.7, -0.5], [-1.0, -0.1, 0.4], [-0.1, 0.8, -0.2], [0.4, 0.0, 0.0], [0.2, 0.6, 0.2], [0.4, 0.5, 0.2], [0.2, -0.9, 0.5], [-0.8, -0.1, 0.5], [0.4, -0.1, -0.2], [-0.3, -0.6, 0.4], [0.2, -1.2, -1.4], [0.0, 0.2, 0.1], [-1.4, 0.2, 0.0], [0.3, -0.1, 0.2], [0.0, 0.5, 0.1], [0.4, -0.3, -0.1], [1.2, 0.4, -0.2], [-0.1, 0.1, 0.2], [0.1, 0.4, 0.0], [0.1, -0.6, 0.7], [-0.6, 1.3, -1.6], [1.3, -1.6, 0.2], [-0.1, 1.3, -0.5], [-0.2, 1.2, 2.1], [0.0, -1.2, 0.2], [0.2, -0.2, 0.2], [-0.1, -0.6, -0.3], [-0.1, -0.2, 0.0], [0.0, -0.1, -0.6], [-0.2, 0.1, 0.1], [-0.1, 0.3, -0.2], [0.2, 0.2, 0.2], [0.7, -0.9, -1.7], [-1.2, 0.3, 0.4], [1.2, -0.4, -0.6], [0.9, 0.1, 1.1], [-1.8, 0.2, 0.5], [-0.4, 0.2, 0.1], [-0.1, -0.2, 0.0], [0.3, 0.3, -0.1], [0.0, -0.1, -0.1], [0.4, 0.2, 0.3], [-0.2, 0.0, -0.1]],
  "lowdin_charge": [1.649, 0.880, 0.913, -0.577, -0.137, -0.033, -0.122, -0.034, 0.008, -0.409, -0.316, -0.337, -0.068, -0.297, -0.366, 0.032, -0.063, -0.005, 0.120, 0.005, -0.270, 0.867, -0.685, -0.241, 0.051, 0.058, 0.041, 0.063, 0.059, 0.052, -0.232, 0.931, -0.648, -0.223, 0.057, 0.045, 0.057, 0.033, 0.036, 0.067, 0.036, -0.437, 0.040, -0.157, -0.140, -0.068, 0.140, 0.135, 0.111, 0.110, 0.131, 0.086, 0.106, -0.499, 0.055, -0.120, -0.149, -0.058, 0.131, 0.134, 0.107, 0.118, 0.119, 0.108]
}


# 2
{
  "formula": "C18H30BN8SV",
  "method": "ωB97M-V/def2-TZVPD",
  "total_charge": 1,
  "homo_ha": [-0.35652, -0.33933],
  "spin_multiplicity": 2,
  "s_squared": 0.766,
  "lumo_ev": [-2.52, -2.43],
  "e_above_lowest_kcal_mol": 24.7,
  "species": ["V", "C", "C", "N", "N", "C", "B", "N", "C", "C", "C", "N", "N", "C", "C", "C", "N", "H", "H", "H", "H", "H", "H", "H", "H", "H", "H", "C", "C", "C", "C", "N", "C", "S", "N", "C", "C", "C", "C", "H", "H", "H", "H", "H", "H", "H", "H", "H", "H", "H", "H", "H", "H", "H", "H", "H", "H", "H", "H"],
  "coordinates": [[0.113, 0.102, 0.286], [4.192, -0.165, -0.281], [2.895, -0.532, -0.633], [2.026, 0.193, 0.064], [2.718, 1.018, 0.856], [4.032, 0.822, 0.674], [1.952, 1.926, 1.837], [1.197, 0.915, 2.736], [1.355, 0.609, 4.033], [0.784, -0.629, 4.264], [0.288, -1.023, 3.024], [0.533, -0.070, 2.128], [0.924, 2.688, 0.990], [0.784, 3.996, 0.719], [-0.206, 4.135, -0.238], [-0.622, 2.835, -0.511], [0.071, 1.989, 0.242], [5.111, -0.551, -0.669], [2.566, -1.273, -1.345], [4.764, 1.366, 1.235], [2.653, 2.634, 2.458], [1.859, 1.267, 4.710], [0.724, -1.163, 5.192], [-0.184, -1.947, 2.732], [1.390, 4.734, 1.205], [-0.578, 5.041, -0.670], [-1.377, 2.483, -1.197], [-5.397, 1.682, 2.416], [-5.274, 0.440, 3.292], [-3.901, 0.310, 3.956], [-2.738, 0.141, 2.979], [-2.806, -1.136, 2.296], [-2.578, -1.339, 0.995], [-2.241, -0.049, -0.054], [-2.660, -2.590, 0.524], [-2.650, -2.953, -0.880], [-3.880, -3.764, -1.278], [-5.184, -2.964, -1.288], [-5.714, -2.610, 0.100], [-6.438, 1.828, 2.142], [-4.816, 1.598, 1.502], [-5.066, 2.563, 2.960], [-5.497, -0.456, 2.708], [-6.022, 0.506, 4.082], [-3.904, -0.536, 4.648], [-3.710, 1.212, 4.540], [-1.795, 0.210, 3.539], [-2.753, 0.934, 2.229], [-2.986, -1.933, 2.893], [-2.942, -3.325, 1.159], [-1.745, -3.536, -1.091], [-2.619, -2.033, -1.469], [-3.984, -4.625, -0.615], [-3.702, -4.140, -2.285], [-5.942, -3.558, -1.800], [-5.044, -2.049, -1.865], [-5.698, -3.481, 0.754], [-6.745, -2.271, 0.028], [-5.137, -1.811, 0.560]],
  "atomic_forces_ev_per_a": [[-2.1, -2.0, -1.9], [0.0, 0.1, 0.2], [0.5, -0.1, -0.2], [1.8, -0.3, -0.8], [0.6, 0.3, 0.1], [0.1, -0.4, -0.3], [-0.3, -0.3, -0.2], [0.1, 0.4, 0.8], [-0.1, -0.3, 0.0], [0.0, 0.0, 0.0], [0.3, 0.0, 0.3], [-0.2, -0.9, 1.8], [0.4, 1.0, 0.3], [-0.1, -0.3, -0.1], [-0.1, 0.0, -0.1], [0.0, 0.8, 0.0], [-0.8, 1.2, -0.7], [0.2, -0.1, -0.1], [0.0, 0.1, 0.0], [0.1, 0.2, 0.1], [0.3, 0.3, 0.2], [0.2, 0.2, 0.1], [0.1, -0.1, 0.1], [-0.1, 0.1, 0.0], [0.1, 0.1, 0.2], [0.0, 0.2, -0.1], [0.0, 0.0, 0.1], [-0.1, -0.2, 0.1], [0.2, 0.1, 0.1], [-0.1, -0.1, -0.3], [-0.1, 0.7, 0.5], [0.0, -0.2, -0.2], [-0.4, -0.8, 0.2], [-0.2, 0.7, -0.3], [0.0, 0.2, 0.5], [0.0, -0.3, -0.6], [-0.1, 0.3, 0.0], [0.0, -0.1, 0.2], [-0.1, 0.1, -0.2], [-0.1, 0.1, -0.1], [0.1, 0.0, -0.1], [0.0, 0.2, 0.0], [-0.1, -0.1, 0.0], [0.0, -0.1, 0.0], [0.0, 0.0, 0.1], [0.1, 0.0, 0.1], [-0.2, 0.0, -0.2], [0.1, -0.2, 0.1], [-0.1, 0.0, -0.2], [0.0, 0.1, 0.0], [-0.1, 0.1, 0.0], [0.1, -0.2, 0.1], [0.0, -0.2, 0.0], [0.1, -0.1, 0.0], [0.0, 0.0, -0.1], [0.0, 0.0, -0.1], [0.0, -0.1, 0.1], [-0.1, 0.1, 0.1], [0.0, 0.1, 0.1]],
  "lowdin_charge": [0.660, -0.032, -0.101, -0.099, -0.007, -0.035, -0.467, 0.006, -0.035, -0.032, -0.130, -0.099, -0.003, -0.026, -0.021, -0.109, -0.134, 0.102, 0.117, 0.130, 0.125, 0.130, 0.104, 0.118, 0.131, 0.104, 0.106, -0.097, -0.254, -0.187, -0.214, 0.029, -0.758, 0.746, 0.012, -0.218, -0.193, -0.242, -0.102, 0.075, 0.057, 0.079, 0.091, 0.110, 0.112, 0.119, 0.104, 0.079, 0.161, 0.154, 0.123, 0.067, 0.113, 0.116, 0.110, 0.112, 0.077, 0.078, 0.040]
}


Calculated strongest force on any atom (hartree/bohr), listed in the same order as above: 0.06272, 0.06727